Below is a cluster of 3 separate species, C21H22Br2F4N2O7S in total at a distorted geometry, with properties calculated with wB97M-V/def2-TZVPD.

Frontier orbital gap = 4.96 eV
E_HOMO = -8.1 eV
DFT total energy = -201231.8678 eV

Last column: natural (NBO) charge in e.
Element x y z (Å)
C -1.86485 3.21229 3.62137  -0.668
C -0.39924 2.97240 3.86046  -0.037
Br 0.69271 4.48915 3.64064  0.152
C 0.09471 1.77831 4.17722  -0.236
Br 1.94934 1.50712 4.44357  0.156
C -0.79323 0.63213 4.34014  0.015
C -1.62766 0.51152 5.42544  0.084
N -2.42248 -0.51994 5.56061  -0.241
N -2.56232 -1.52395 4.70568  -0.134
C -1.77997 -1.43461 3.66495  0.175
C -1.90812 -2.55787 2.65146  0.176
C -3.27696 -3.22396 2.66728  -0.640
F -0.95245 -3.48760 2.95600  -0.334
C -0.84562 -0.39915 3.42906  0.135
C 0.00406 -0.39666 2.23761  -0.485
C -0.64537 0.47083 1.13023  -0.384
C -0.27134 -0.03495 -0.26462  -0.443
C -0.22257 1.06044 -1.29813  -0.079
O -1.48341 1.17574 -2.03826  -0.554
C -2.30393 2.10754 -1.48284  0.658
O -2.29347 3.29083 -1.76451  -0.531
H -2.40084 3.14981 4.55798  0.221
H -2.02213 4.16699 3.15257  0.261
H -2.20469 2.45385 2.92559  0.227
H -1.63637 1.26519 6.19115  0.248
H -2.99743 -0.58272 6.38932  0.433
H -1.74896 -2.18479 1.64783  0.189
H -3.45662 -3.61779 1.67642  0.233
H -4.05801 -2.50169 2.85451  0.220
H -3.29911 -4.04234 3.37081  0.239
H 0.24619 -1.38253 1.86712  0.255
H 0.94300 0.07161 2.49932  0.265
H -0.24819 1.47480 1.22708  0.221
H -1.72559 0.51895 1.26287  0.183
H -0.96252 -0.81041 -0.56918  0.214
H 0.73726 -0.43091 -0.19576  0.243
H 0.55884 0.85259 -2.00180  0.282
H 0.00391 2.02231 -0.84986  0.180
H -3.02496 1.68592 -0.76086  0.086
C 4.89144 1.24405 -2.99849  0.681
F 4.59548 0.81785 -4.23060  -0.329
F 6.19518 1.02290 -2.78944  -0.327
F 4.70491 2.56945 -2.97180  -0.326
S 3.84738 0.37173 -1.76447  2.353
O 4.18682 -1.01808 -1.96251  -0.993
O 2.49826 0.72707 -2.17400  -1.041
O 4.25974 0.93348 -0.49807  -0.998
C 0.28921 -0.48265 -5.75882  -0.206
C -0.16086 -1.73343 -5.73348  -0.253
C 0.76772 -2.88338 -5.60124  0.484
O 0.35177 -4.02429 -5.57930  -0.516
C 2.21522 -2.58512 -5.49679  -0.252
C 2.66917 -1.33465 -5.52254  -0.193
C 1.74165 -0.18222 -5.65715  0.471
O 2.14565 0.95610 -5.67398  -0.465
H -0.37045 0.37084 -5.85221  0.227
H -1.21427 -1.97346 -5.80614  0.223
H 2.87361 -3.43814 -5.39588  0.230
H 3.72078 -1.09654 -5.44156  0.246